272
Properties=species:S:1:pos:R:3:forces:R:3 method="wB97M-V/def2-TZVPD" lumo_energy_ev=-1.758
C 19.05536 11.62430 23.65853 -0.4161 -0.8389 -0.5435
C 18.64983 10.30822 23.88269 0.1669 0.1562 -0.2218
C 17.76668 9.71537 23.00197 0.0180 0.4376 0.7541
C 17.17782 10.52630 22.08077 -1.2839 0.5952 -2.1060
C 17.39754 11.87265 21.90468 1.2272 -0.2861 0.3022
C 18.45648 12.37426 22.64500 0.0319 0.2759 0.5429
N 16.23939 9.93596 21.07829 -0.7075 1.0267 0.0501
O 15.75802 10.60773 20.16296 0.8605 -0.1026 0.8444
O 15.94499 8.79853 21.27980 -0.3558 -1.7664 -0.0704
H 19.86521 11.98906 24.23816 0.3718 0.7163 0.4057
H 19.04689 9.71283 24.69425 0.2168 0.1230 -0.0239
H 17.49715 8.69628 23.08703 -0.2401 -0.8022 -0.0552
H 16.86386 12.42161 21.14897 0.0057 0.1421 -0.1279
H 18.81129 13.37105 22.45810 0.0188 0.3237 0.0725
C 23.00800 17.93946 11.93396 0.3583 0.4271 -1.5310
C 21.95101 17.30310 11.28449 0.6420 0.4931 1.2025
C 21.20637 16.41548 12.02844 -1.3327 -0.6721 -1.3607
C 21.60689 16.08593 13.29068 -0.1761 -0.7596 0.5046
C 22.73591 16.59821 13.86642 -0.7832 -0.0801 0.4282
C 23.39504 17.60517 13.20026 0.0791 -0.6911 0.8370
N 20.81992 15.13104 14.11005 -1.2486 -0.0279 0.3216
O 21.40716 14.47120 14.94862 -0.0919 0.2908 -0.4616
O 19.59236 15.11849 13.95752 1.4366 0.0256 -0.1779
H 23.57245 18.64901 11.33538 0.0340 0.1207 0.3303
H 21.76229 17.58350 10.27109 -0.4407 -0.1604 -0.3978
H 20.33373 15.92487 11.59276 0.1822 0.1610 0.2344
H 22.94207 16.23645 14.85501 0.5290 0.1698 0.3124
H 24.19375 18.02690 13.75512 0.8369 0.7345 -0.1334
C 16.83575 17.66792 16.01303 0.0647 0.4028 0.3414
C 17.95851 16.88685 16.18375 0.0294 -0.6357 -0.6453
C 17.88834 15.76354 16.98280 0.7996 0.1339 0.0072
C 16.75729 15.57890 17.73229 0.5744 -0.2183 0.4349
C 15.65313 16.37549 17.60149 -1.2774 -0.3944 1.0363
C 15.65852 17.39426 16.69132 -0.3683 0.3695 -0.5622
N 16.79009 14.55971 18.77928 1.7249 -1.5288 -0.4642
O 17.82616 13.86900 18.88799 -1.4583 1.1746 -0.0214
O 15.81184 14.41328 19.46050 -0.5157 0.0237 0.6379
H 16.92882 18.55505 15.43218 -0.1996 0.3922 -0.7038
H 18.84247 17.03986 15.57602 -0.0080 0.2081 0.1809
H 18.72305 15.08515 17.06507 0.0232 -0.0344 0.0758
H 14.79271 16.20102 18.25708 0.3696 -0.0493 -0.4404
H 14.72678 17.92348 16.48131 0.4485 0.1687 0.2228
C 22.69924 22.10362 15.82148 -0.1939 0.2275 -0.0901
C 22.24604 21.01594 15.09483 0.1014 -0.1542 0.5912
C 21.99650 19.82454 15.73434 -0.7892 -0.9331 0.4628
C 22.10528 19.75494 17.13146 0.8779 1.8952 -0.8924
C 22.54356 20.86461 17.85382 -0.1544 0.3466 -0.1448
C 22.82884 22.06991 17.20384 -0.0518 -1.2489 -0.7669
N 21.88874 18.53517 17.83605 -0.0230 -1.7097 0.4904
O 21.60204 17.54802 17.17463 -0.1089 0.2187 0.0036
O 22.04244 18.49700 19.04989 -0.1544 0.3650 -0.3525
H 22.91994 22.99084 15.25912 0.1117 0.4575 0.0571
H 22.07034 21.09806 14.04520 0.0945 0.0078 -0.5385
H 21.64079 18.96034 15.17069 0.1725 0.2085 0.2616
H 22.64364 20.77049 18.91666 0.0615 -0.0081 0.3454
H 23.20480 22.94059 17.69386 0.0592 0.2481 0.5607
C 14.57237 16.44939 25.34469 0.8839 0.5510 0.9422
C 14.86710 16.78350 26.67710 -0.1290 0.3630 -0.2269
C 14.22360 16.13557 27.71731 0.4026 0.6930 0.2449
C 13.39492 15.07043 27.40886 0.0002 -0.1381 0.1395
C 13.17151 14.71907 26.11983 -0.3650 -0.0403 -1.5693
C 13.70871 15.45069 25.05642 -0.7345 -1.1174 0.5130
N 12.74399 14.23665 28.42588 1.9729 2.1290 3.3174
O 13.08436 14.48617 29.61841 -0.5800 -0.4797 -2.0919
O 11.96404 13.40564 28.11854 -1.1204 -1.2616 -0.6773
H 15.06282 16.93119 24.53966 0.3965 0.6698 -0.5985
H 15.56504 17.60294 26.90347 -0.4168 -0.3998 -0.1295
H 14.35320 16.53617 28.71346 -0.0196 -0.5014 0.1434
H 12.54718 13.88581 25.88803 -0.3861 -0.4482 0.0666
H 13.45547 15.18521 24.04243 0.1177 -0.0462 -0.1391
C 18.69097 18.32997 19.71381 -1.6747 0.3651 0.1595
C 19.09916 17.11568 20.20458 0.0044 -0.9528 0.6539
C 18.27317 16.30783 21.00666 0.0627 1.6315 -1.0268
C 17.05819 16.85162 21.22129 -3.0165 -0.3277 0.8128
C 16.50319 18.02413 20.71551 2.0154 0.0225 -0.5571
C 17.33617 18.80269 19.96186 2.7775 -0.0386 -0.4962
N 16.09209 16.06696 22.04713 -0.2214 -1.4153 0.2853
O 14.90093 16.38394 22.02887 1.5033 -0.3031 0.3015
O 16.54872 15.08713 22.66217 -0.8568 1.4435 -0.5858
H 19.42611 18.88009 19.12818 -0.4180 0.2100 0.1177
H 20.08368 16.75451 20.03567 0.8587 -0.0680 -0.4013
H 18.45792 15.36645 21.45521 0.6384 -0.6334 0.0080
H 15.52734 18.33597 20.91238 -1.3861 0.1433 0.5560
H 17.10088 19.81342 19.65383 -0.3852 -0.1323 -0.1124
C 16.34193 13.00405 27.22455 -0.7430 -0.7819 0.7521
C 15.31254 12.20966 27.76582 0.5210 0.4253 -0.6957
C 14.50669 11.47993 26.91668 0.3008 -0.2343 -0.6447
C 14.80503 11.51260 25.53244 -0.1448 -0.4795 1.6398
C 15.84208 12.24620 25.00165 -1.8231 -0.8036 -1.1261
C 16.58221 12.97551 25.88258 1.7437 0.5743 -1.0283
N 14.07520 10.59867 24.67717 -1.7445 0.3913 -1.0917
O 13.23834 9.86194 25.16433 0.4837 -0.1314 0.3640
O 14.21238 10.71839 23.46708 0.5939 -0.2104 0.1660
H 16.96612 13.58504 27.87174 0.3522 0.1359 0.2834
H 15.23097 12.09069 28.82631 -0.3362 0.2506 0.4375
H 13.70306 10.86415 27.31258 0.2120 0.0380 -0.2828
H 15.91606 12.24165 23.89653 0.5638 0.0398 0.9695
H 17.49451 13.35480 25.43960 0.0709 0.7850 0.3602
O 9.74189 12.41379 20.48733 0.5922 0.1138 -0.0116
P 11.19892 12.62536 20.25620 -1.3566 -1.2197 0.9097
N 11.94470 13.05925 21.67678 1.0860 -0.1471 0.7889
C 11.16731 13.59356 22.81081 -1.0369 -1.9727 -1.2221
C 13.40892 13.24994 21.86092 -0.6579 -0.2441 -1.1890
N 11.36388 13.85237 19.20302 -0.2481 1.8103 -2.1075
C 12.59798 14.24079 18.57033 1.1252 -1.5348 0.2248
C 10.21857 14.50989 18.54873 0.3976 0.2437 -0.6791
N 12.04428 11.31215 19.63804 0.7300 -0.3266 0.4219
C 11.93014 10.82452 18.25584 -0.2683 1.7829 -0.1009
C 12.38136 10.16516 20.50431 0.4471 0.5173 -0.3737
H 11.35808 14.61557 22.91106 0.4746 1.8253 0.4423
H 11.44721 13.03330 23.70944 -0.1601 0.1744 0.0638
H 10.07471 13.49451 22.60508 0.8942 -0.1991 0.2098
H 13.71976 13.02335 22.87622 -0.1739 0.0706 0.1758
H 13.78674 14.23413 21.55334 -0.3710 0.1536 0.3076
H 13.92819 12.55759 21.20809 0.1613 -0.3463 -0.0743
H 13.00514 15.22689 18.79673 -0.4787 0.2712 0.1205
H 13.34746 13.52970 18.92469 0.3225 0.1366 -0.0507
H 12.57027 14.08664 17.47623 -0.1649 0.3002 0.2477
H 9.33880 13.85452 18.57263 0.2381 0.3765 -0.0147
H 9.98843 15.50536 18.98473 0.0166 -0.5858 0.0300
H 10.56063 14.73110 17.48702 -0.7490 -0.4240 1.0096
H 12.81737 10.28023 17.93064 0.0493 -0.1015 0.3904
H 11.03745 10.22000 18.10260 -0.0753 -0.1610 0.0208
H 11.87326 11.70824 17.60192 -0.2044 -0.2989 0.0017
H 11.56210 9.46876 20.56829 -0.4700 -0.3435 0.0711
H 12.69341 10.44736 21.49636 -0.0941 0.3102 0.3199
H 13.23564 9.66918 20.04265 0.0020 -0.1141 0.0699
O 16.44901 24.12510 15.95325 0.7462 -0.1424 0.2682
P 17.64334 23.95414 16.82188 -1.4900 -0.6643 -0.4137
N 18.93714 24.78536 16.22414 -0.2236 0.3674 -0.9976
C 20.20827 24.92987 16.85489 0.9151 -0.2042 1.5490
C 19.07285 24.82791 14.77267 -0.2047 -0.0773 -0.7989
N 17.99180 22.33477 16.98672 -1.3627 -0.4785 -0.9617
C 19.21400 21.80549 17.54677 -0.5870 1.2009 -0.8833
C 17.20347 21.27992 16.25398 1.9719 0.9523 0.3592
N 17.53224 24.50575 18.36192 0.5856 1.3126 1.3540
C 17.13394 23.70414 19.51339 0.4204 0.2759 0.5525
C 17.66414 25.95848 18.64772 -0.1717 -0.4217 -0.4318
H 20.88443 24.06792 16.71503 -0.1438 0.1239 -0.3342
H 20.12453 25.00894 17.96401 -0.1968 0.1436 -0.7395
H 20.74052 25.81796 16.49076 -0.2231 -0.0693 0.0419
H 19.66319 25.70750 14.52860 0.3943 -0.1085 -0.1433
H 18.16424 24.93731 14.17144 -0.3243 0.0278 0.8852
H 19.51698 23.90750 14.36221 0.4251 0.1931 0.1886
H 18.87310 21.11427 18.27822 0.4952 -0.8591 1.1037
H 19.79341 21.31576 16.76400 0.2680 -0.1600 0.0527
H 19.77428 22.65002 17.94536 0.2029 -0.3926 0.3846
H 17.75695 21.07536 15.33136 -0.3944 0.0347 -0.3624
H 17.30598 20.35991 16.81453 -0.3987 -0.2187 0.4907
H 16.18316 21.55862 16.07067 -0.2785 0.2117 -0.0306
H 17.74374 23.93344 20.42488 -0.1316 -0.1987 -0.8433
H 16.10814 23.86236 19.83602 -0.3458 0.2295 -0.2222
H 17.22224 22.65906 19.27127 0.1351 -0.3630 0.1015
H 17.66784 26.54130 17.73280 -0.1006 -0.0882 -0.1725
H 18.55703 26.24169 19.19182 0.6329 -0.4120 0.1372
H 16.87260 26.33878 19.27603 -0.6890 -0.2136 0.0420
O 20.18533 13.79230 25.50347 0.5401 1.2265 0.4956
P 20.49724 15.22059 25.88526 -0.3681 -2.7984 -0.8127
N 21.99339 15.63305 25.35251 -0.2538 0.6812 -0.2943
C 22.91225 14.54716 25.00314 0.1257 0.3982 -0.4055
C 22.45612 17.03934 25.26160 0.3783 -1.1700 0.0580
N 20.35784 15.40075 27.49826 -0.2802 0.2170 2.1952
C 20.79275 14.23515 28.31128 0.8466 0.9894 -0.1689
C 20.50757 16.70658 28.19172 -0.4797 -0.9882 0.0186
N 19.42035 16.27741 25.26124 0.0374 1.1886 -0.4991
C 19.43817 16.32255 23.78574 0.0390 0.2239 0.2074
C 18.08536 16.38525 25.83342 -0.7003 0.3955 -0.4011
H 23.00001 14.39504 23.92048 0.0358 -0.0416 0.1954
H 22.62076 13.61866 25.47965 -0.1889 -0.0350 -0.0493
H 23.87506 14.82969 25.40116 0.5531 -0.0458 0.0290
H 22.04597 17.53596 24.35184 0.3984 -0.0912 0.6214
H 23.57759 16.96658 25.20530 -1.0785 0.4944 0.0423
H 22.14766 17.56309 26.18615 0.2898 0.0849 -0.6522
H 20.25820 14.16081 29.24981 -0.3202 0.3433 0.2240
H 20.60569 13.31822 27.77207 0.1898 -0.0913 -0.2653
H 21.87557 14.37088 28.55896 -0.6108 -0.4353 -0.1586
H 19.96737 16.66581 29.17600 0.3276 0.1586 -0.9861
H 21.54944 16.94283 28.39484 0.3167 -0.0700 0.1355
H 20.12488 17.49146 27.53913 -0.2426 0.0369 0.2208
H 20.36622 16.75224 23.38186 -0.2134 0.0047 0.2517
H 19.34494 15.32130 23.36228 -0.1685 -0.0612 0.0846
H 18.59708 16.93542 23.44748 0.2331 -0.0557 0.0815
H 17.35005 15.92651 25.17187 -0.0290 -0.1042 -0.2111
H 17.77617 17.45110 25.93319 0.3076 -0.6692 0.2279
H 17.95064 15.86287 26.77418 0.4012 0.1225 0.2325
O 17.03972 21.44594 21.91150 1.3380 0.1575 1.0951
P 18.17551 21.45086 22.91025 -1.9947 -0.0497 -0.6708
N 18.09535 20.06575 23.83401 0.2661 -0.3677 0.5474
C 16.74614 19.60982 24.22448 0.0420 0.2965 -0.9227
C 19.08517 19.77936 24.88280 0.0637 -0.5651 -0.4774
N 17.99477 22.75115 23.93694 -0.0547 0.4148 0.6053
C 19.02022 23.28384 24.82770 0.8783 0.1363 -2.1407
C 16.88985 23.69316 23.85385 -0.2148 -0.3981 -0.1667
N 19.71588 21.51927 22.32951 1.2121 1.1433 0.0072
C 20.59970 20.38818 21.98249 -0.1654 1.0353 0.3175
C 20.25210 22.81836 21.75281 -0.3520 -1.3043 0.5775
H 16.20560 20.14487 25.01353 0.6357 0.4549 0.3170
H 16.85240 18.58854 24.56259 -0.2243 -0.3718 -0.1933
H 16.08040 19.71300 23.36356 0.3720 -0.4823 0.0158
H 18.85416 20.28039 25.81620 -0.1030 0.2460 0.3305
H 20.09541 20.05602 24.57766 -0.1082 0.1326 -0.0653
H 19.11409 18.68890 25.07560 -0.0216 0.5637 -0.1196
H 19.88624 22.61289 24.80461 -0.1589 0.1928 0.5166
H 19.33595 24.24086 24.35589 0.2478 -0.2453 0.3919
H 18.67620 23.56388 25.80241 -0.3400 -0.4183 0.7208
H 17.34973 24.68667 23.74582 -0.5458 0.0595 0.0179
H 16.29536 23.43406 22.98259 -0.1201 0.2103 -0.0827
H 16.22340 23.65025 24.74560 0.5537 0.1481 -0.4005
H 20.97931 20.65430 20.98542 0.1904 -0.6746 0.2099
H 21.43422 20.25688 22.71061 -0.3865 0.2792 -0.5200
H 20.02959 19.48123 21.96352 -0.2356 -0.5645 -0.2032
H 19.65871 23.67304 22.05678 -0.3430 -0.0419 -0.0341
H 20.24481 22.71843 20.65269 0.1462 0.2456 0.3938
H 21.26588 23.00455 22.14615 -0.2419 -0.2583 -0.3174
O 10.46359 19.97562 21.28814 0.4516 0.2998 0.0841
P 11.93157 19.91246 21.47066 0.1010 0.6688 0.3816
N 12.28547 20.08610 23.15686 -1.4497 0.1336 -1.4083
C 11.23542 19.62450 24.01187 -0.6477 -1.9051 0.2983
C 13.58313 19.86134 23.71948 -0.0654 -0.0631 -0.8033
N 12.79024 21.11907 20.70705 -0.6711 -0.3493 0.5625
C 14.18359 20.98231 20.32940 -0.0316 1.3852 -0.5674
C 12.13724 22.42336 20.42420 0.1480 -0.9157 -0.7809
N 12.61647 18.46564 20.90557 -0.1626 -0.1139 0.6832
C 12.06658 17.28211 21.58812 1.3196 -1.3474 0.2071
C 12.72419 18.15858 19.48983 0.5815 0.5816 -0.9941
H 11.21062 18.52024 24.07640 -0.0159 -0.0291 -0.1640
H 10.22184 19.90336 23.76514 0.0519 0.5031 -0.3993
H 11.45116 19.88491 25.01449 0.1678 0.8072 1.1280
H 14.24351 20.46757 23.12575 0.7916 0.0112 -0.1206
H 13.81031 18.80024 23.64739 0.6047 -0.2827 0.1019
H 13.66916 20.16765 24.76293 -0.3055 0.1383 -0.0173
H 14.43679 19.92817 20.28567 0.2242 0.1075 0.0264
H 14.23301 21.41984 19.28316 0.5759 -0.4765 1.0459
H 14.85104 21.53716 21.04883 -0.3217 -0.6054 -0.9347
H 11.53425 22.82869 21.23260 -0.0427 -0.3229 0.1776
H 12.90037 23.16746 20.18076 0.0342 -0.1993 0.0564
H 11.51133 22.25579 19.53076 0.0108 0.5026 0.3712
H 10.99323 17.23687 21.58464 -0.6983 0.2713 0.0828
H 12.40094 16.38685 21.00086 -0.1457 0.6428 0.6698
H 12.45855 17.12365 22.61980 -0.2738 0.3982 -0.6574
H 12.05842 17.37197 19.15105 -0.7212 0.1549 0.1615
H 13.70206 17.72603 19.24210 0.2749 0.2533 0.3233
H 12.59684 19.03008 18.83036 -0.0856 -0.1206 0.3622
O 24.03986 13.74984 21.91500 0.1646 0.0470 -0.0443
P 24.01102 14.14205 20.48761 -0.3102 0.8455 0.8716
N 22.41139 14.33184 20.06249 -0.6580 0.0784 -1.5820
C 21.30490 13.83902 20.88497 -0.0300 -0.4320 -0.4713
C 22.07282 14.43777 18.62318 0.3968 -0.1968 -0.2026
N 24.78144 13.12875 19.42028 0.8468 0.2815 0.3154
C 26.28467 13.21242 19.54572 -0.2569 0.2298 0.3508
C 24.17043 11.76901 19.52648 1.6709 1.1143 -2.0460
N 24.73903 15.63459 20.26605 0.2883 0.9059 0.2637
C 24.20119 16.61387 21.28164 0.4504 -0.4667 -1.7246
C 24.97527 16.26208 18.95832 -0.4121 -0.7705 0.1937
H 21.46511 14.15036 21.92076 -0.1457 -0.3190 -0.0950
H 21.21805 12.73334 20.78594 -0.1234 0.5210 0.4422
H 20.35615 14.26025 20.48361 0.5868 -0.1395 0.3245
H 21.05220 14.78423 18.43087 0.0798 -0.0666 0.4548
H 22.22274 13.51368 18.05409 -0.2673 -0.3388 0.3105
H 22.71970 15.12500 18.09405 0.2126 0.4288 0.2127
H 26.64788 13.25369 20.59294 -0.4861 -0.1184 -0.3052
H 26.76458 12.34937 19.09591 -0.2329 -0.1659 -0.2727
H 26.68771 14.12121 19.06788 -0.4244 -0.4259 0.0120
H 23.18576 11.89944 19.86379 -1.3923 -0.2279 0.4977
H 24.17986 11.35104 18.51070 -0.1780 -0.1613 0.3303
H 24.74962 11.15906 20.17055 0.3340 -0.6974 0.8385
H 24.52890 16.36587 22.27946 -0.0058 -0.0095 0.1747
H 24.49377 17.61751 20.95931 0.2500 -0.1467 0.2975
H 23.13479 16.56214 21.14345 -0.7774 0.2268 0.6103
H 25.82325 16.93982 18.96658 0.1456 0.0588 0.2076
H 24.11394 16.76758 18.53530 -0.4632 0.5592 0.3503
H 25.13253 15.49671 18.22292 0.5385 -0.5768 -0.3091